Density functional theory data (ωB97M-V with the def2-TZVPD basis set) for 12 unconnected molecules or ions with the total composition C45H70O34.

```
149
Properties=species:S:1:pos:R:3:forces:R:3:mulliken_charge:R:1
C -3.0942 -7.2257 4.1852 0.9 0.5 0.1 -1.414
C -1.8383 -6.5575 3.5233 -0.7 0.4 2.1 0.360
C -1.6312 -5.0709 3.9832 -2.5 -1.8 -1.2 -0.420
O -0.2857 -5.0248 4.2658 2.0 1.2 0.6 -0.302
C 0.3329 -6.2209 4.2833 1.8 -1.8 -1.3 0.649
O 1.5623 -6.4285 4.3273 -5.0 0.8 0.3 -0.553
O -0.6758 -7.1906 4.0687 2.0 0.7 0.4 -0.367
H -4.0384 -6.7851 3.8651 0.0 -0.6 -0.9 0.385
H -3.1977 -7.0369 5.2537 0.9 0.5 0.3 0.376
H -2.9680 -8.3083 4.2024 -0.6 0.0 -0.9 0.352
H -1.7426 -6.6112 2.4389 -0.5 -0.3 0.0 0.327
H -2.3211 -4.8168 4.7879 0.6 -0.1 0.7 0.308
H -2.0027 -4.4636 3.1578 1.0 0.5 -0.2 0.299
C -7.6510 -2.7145 -3.6254 0.4 1.2 -1.4 -1.479
C -6.2588 -3.3717 -3.5864 -2.3 0.1 0.9 0.488
C -5.5519 -3.0879 -2.3014 0.3 1.1 0.3 -0.433
O -5.1258 -4.3436 -1.8701 1.4 -0.2 1.6 -0.319
C -5.7024 -5.3264 -2.5375 0.6 -2.0 -0.6 0.690
O -5.4622 -6.5080 -2.3740 -1.0 2.3 -0.3 -0.562
O -6.5114 -4.7670 -3.4640 0.0 -1.4 -0.8 -0.351
H -7.9925 -2.8552 -4.6510 -0.5 0.1 0.1 0.349
H -7.5803 -1.6385 -3.4661 0.5 0.3 -0.3 0.419
H -8.4692 -2.9414 -2.9419 0.6 -1.1 0.3 0.362
H -5.6832 -3.1470 -4.4844 0.0 -0.2 0.0 0.271
H -6.2468 -2.6528 -1.5832 0.1 0.0 0.2 0.259
H -4.6916 -2.4273 -2.4095 0.0 -0.1 0.1 0.307
C -4.4887 3.1328 -6.8188 0.7 -0.8 -1.1 -1.318
C -3.7832 1.7641 -6.8021 -1.5 0.8 0.4 0.379
C -3.4625 1.0857 -8.1429 -1.4 1.2 0.1 -0.362
O -2.1213 0.9176 -8.0329 3.3 -1.0 -0.5 -0.339
C -1.5937 1.4631 -6.9128 4.1 -1.1 -0.6 0.691
O -0.4227 1.4585 -6.5949 -1.4 -0.3 -1.0 -0.585
O -2.4975 2.0006 -6.2006 -3.1 0.7 1.6 -0.313
H -5.4987 3.0115 -7.2104 -0.2 0.2 0.5 0.366
H -3.9530 3.7172 -7.5668 0.0 0.2 -0.1 0.354
H -4.3725 3.6777 -5.8820 -0.5 -0.4 0.1 0.336
H -4.3610 0.9971 -6.2863 0.2 0.3 1.0 0.256
H -3.6629 1.7323 -8.9972 -0.3 0.0 -0.1 0.246
H -3.9511 0.1198 -8.2708 -0.1 0.1 0.0 0.289
C 5.4432 -2.7179 -6.9196 -1.2 1.6 -0.1 -1.485
C 6.8675 -2.3145 -6.8628 0.9 -1.0 0.9 0.555
C 7.6317 -2.4210 -8.1675 -0.2 0.7 1.1 -0.341
O 8.3130 -1.1390 -8.2063 0.5 -0.4 -1.0 -0.339
C 7.9976 -0.3293 -7.1711 -0.3 1.9 0.4 0.657
O 8.3660 0.8257 -6.9976 -0.5 -3.1 -0.6 -0.550
O 7.1116 -0.9590 -6.3618 -0.3 -1.1 -0.4 -0.341
H 4.9814 -2.5219 -5.9519 -0.1 -0.3 0.0 0.350
H 5.2397 -3.7333 -7.2596 0.4 0.0 0.2 0.366
H 4.9720 -2.0219 -7.6137 -0.4 -0.1 -0.2 0.373
H 7.3389 -3.0630 -6.2260 0.3 0.6 0.8 0.189
H 6.9614 -2.6389 -8.9990 0.3 0.7 -0.4 0.285
H 8.2843 -3.2827 -8.0265 0.7 0.5 -0.6 0.281
C 1.9051 -11.4888 -2.6502 -0.2 -0.8 -0.6 -1.475
C 1.3895 -10.2433 -2.0280 -0.2 -0.4 0.5 0.520
C 2.4265 -9.3540 -1.3544 0.6 -2.0 0.4 -0.419
O 2.0489 -8.0794 -1.7183 0.5 1.3 1.3 -0.296
C 1.1756 -8.1123 -2.7059 -0.6 3.3 -2.1 0.682
O 0.8200 -7.0774 -3.2666 0.3 -2.9 1.0 -0.599
O 0.8788 -9.3693 -3.0184 -0.9 0.1 -0.9 -0.348
H 1.1173 -12.0643 -3.1362 -0.3 0.4 -0.2 0.357
H 2.2183 -12.2125 -1.8977 0.7 0.3 0.1 0.377
H 2.6365 -11.2401 -3.4192 0.3 -0.3 0.3 0.363
H 0.5684 -10.5323 -1.3721 -0.1 0.4 0.3 0.233
H 3.4233 -9.5770 -1.7348 0.1 0.1 -0.2 0.295
H 2.4603 -9.5453 -0.2818 -0.2 0.5 0.1 0.311
C -10.8614 2.1747 -0.2611 -1.4 -0.8 -0.6 -1.569
C -9.6357 2.7582 0.3846 -2.5 0.2 -1.8 0.629
C -9.0851 1.8682 1.4132 0.2 0.1 1.9 -0.380
O -7.7347 1.7261 1.0378 1.3 0.0 0.1 -0.344
C -7.4736 2.3982 -0.1302 0.6 -0.8 -0.5 0.684
O -6.4108 2.4603 -0.6973 -1.6 -0.1 1.1 -0.554
O -8.6460 2.8622 -0.5939 1.3 0.8 -0.9 -0.357
H -11.3107 2.6809 -1.1154 0.3 0.9 0.3 0.357
H -11.6511 2.0257 0.4754 -0.1 0.2 0.2 0.386
H -10.7431 1.1883 -0.7096 0.8 -0.3 0.4 0.372
H -9.8972 3.7474 0.7604 0.3 0.1 0.1 0.207
H -9.5871 0.9165 1.5872 0.2 -0.2 -0.7 0.297
H -9.2060 2.4019 2.3558 0.7 -0.2 0.4 0.269
C -3.7908 1.6467 6.5417 -0.9 -0.6 -0.3 -1.379
C -4.7789 2.4616 7.3714 0.3 -0.8 -1.2 0.528
C -5.1323 2.0257 8.7571 -0.1 -1.8 0.9 -0.423
O -4.7777 3.1114 9.5711 -0.7 -0.3 1.0 -0.315
C -4.4159 4.1327 8.8200 1.5 2.6 0.0 0.648
O -4.2115 5.2489 9.2431 -0.4 -1.7 -0.9 -0.555
O -4.1930 3.7213 7.5326 -0.3 1.6 1.1 -0.327
H -3.7794 2.0677 5.5363 0.2 0.0 0.0 0.344
H -4.1383 0.6181 6.4453 -0.1 -0.1 0.0 0.385
H -2.7745 1.5847 6.9306 -0.2 0.4 0.3 0.343
H -5.7613 2.5838 6.9151 0.3 0.0 -0.9 0.220
H -4.6476 1.1166 9.1131 0.5 0.1 0.0 0.266
H -6.1905 1.7809 8.8488 -0.2 0.4 0.1 0.265
C 5.0320 6.2945 8.8882 0.2 0.1 -0.5 -1.428
C 3.6678 5.6798 8.5483 3.0 -1.4 1.4 0.430
C 2.6174 6.6071 8.1281 -0.1 0.6 -0.1 -0.308
O 2.2260 6.0512 6.8925 -1.9 0.6 -0.8 -0.316
C 2.9024 4.9543 6.5562 -0.3 -2.0 -3.1 0.693
O 2.6928 4.2737 5.5331 0.7 2.3 3.5 -0.602
O 3.8597 4.7414 7.4580 0.0 0.0 0.2 -0.341
H 4.9713 7.1770 9.5251 -0.3 -0.2 0.2 0.373
H 5.5290 6.6391 7.9814 -0.3 0.1 -0.3 0.364
H 5.7471 5.5881 9.3098 -0.4 -0.1 0.3 0.346
H 3.3206 5.0826 9.3915 0.1 -0.1 0.0 0.240
H 2.9732 7.6261 7.9760 -0.1 0.0 -0.1 0.282
H 1.8771 6.5737 8.9275 -0.7 0.3 -0.7 0.268
C -1.0770 6.6148 0.3214 0.1 0.6 -1.1 -1.399
C -0.1582 7.0880 -0.8376 0.2 -1.3 1.5 0.438
C -0.6537 6.7863 -2.2465 0.1 -0.2 0.6 -0.348
O -0.7742 8.0842 -2.8444 -0.1 -0.2 -0.1 -0.299
C -0.3236 9.0191 -2.0075 1.3 4.4 0.7 0.657
O -0.1814 10.2401 -2.2470 -0.8 -4.7 0.6 -0.583
O 0.0289 8.4768 -0.7763 -0.7 1.1 -1.8 -0.352
H -2.0797 7.0099 0.1584 -0.1 0.1 0.0 0.352
H -0.7179 7.0233 1.2660 0.1 -0.4 0.0 0.354
H -1.1576 5.5279 0.3027 0.2 0.0 0.3 0.369
H 0.8249 6.6373 -0.7021 0.1 -0.1 0.1 0.248
H -1.6005 6.2514 -2.1727 -0.2 0.3 -0.5 0.275
H 0.0735 6.1674 -2.7720 -0.1 0.3 -0.3 0.288
C 6.1551 -1.3579 3.4522 -0.1 0.4 0.6 -1.437
C 6.9667 -2.4692 2.8161 -1.3 0.5 0.4 0.566
C 6.4042 -2.8864 1.4725 -0.4 0.0 -0.8 -0.397
O 7.4801 -2.6109 0.5681 -0.7 -0.7 -1.0 -0.342
C 8.5144 -2.1314 1.2328 3.7 1.0 -2.7 0.732
O 9.6070 -1.8284 0.7688 -2.1 -0.7 0.2 -0.609
O 8.2468 -1.9498 2.4695 -0.5 -0.2 3.6 -0.345
H 6.6032 -0.9677 4.3660 0.4 -0.2 0.0 0.342
H 5.1614 -1.6696 3.7740 -0.1 -0.3 -0.3 0.383
H 6.0421 -0.4988 2.7909 0.0 -0.1 -0.2 0.352
H 6.9945 -3.3358 3.4767 0.7 0.1 0.1 0.230
H 5.5379 -2.2993 1.1677 0.1 0.2 0.0 0.237
H 6.1008 -3.9292 1.3791 0.3 -0.1 0.1 0.288
C 7.5703 4.3768 -0.1926 0.4 -0.6 -0.6 -1.373
C 7.1473 3.8782 -1.6083 0.6 -0.1 2.0 0.408
C 5.8042 3.1997 -1.6489 -0.5 -0.4 0.5 -0.377
O 5.0017 4.1007 -2.4115 -1.9 -1.8 0.1 -0.314
C 5.6849 5.1237 -2.8216 -1.7 4.8 -2.1 0.721
O 5.2073 6.0897 -3.4886 2.2 -3.9 2.5 -0.624
O 6.8947 5.0617 -2.2847 1.4 1.9 -1.9 -0.352
H 8.4196 5.0508 -0.3047 0.0 0.0 -0.1 0.340
H 7.8987 3.5755 0.4693 -0.2 -0.1 0.0 0.378
H 6.7740 4.9594 0.2707 -0.2 -0.2 -0.1 0.363
H 7.9076 3.2495 -2.0719 0.2 0.4 -0.2 0.293
H 5.4551 3.1449 -0.6177 -0.6 -0.1 -0.2 0.228
H 5.7583 2.2150 -2.1141 0.2 0.1 0.0 0.311
C 0.3329 -0.0488 -0.3520 0.3 0.3 -0.4 -0.450
O 0.9030 -1.1795 -0.9736 0.4 -0.6 0.2 -0.501
H 0.9662 0.1603 0.5102 -0.2 -0.1 0.1 0.200
H 0.4070 0.8153 -1.0122 -0.1 0.2 -0.1 0.236
H -0.7090 -0.1610 -0.0521 0.0 -0.2 0.1 0.225
H 0.3966 -1.5440 -1.7031 -0.3 0.4 0.1 0.290
```
Positions in Å, forces in eV/Å.

## Properties
- Gap between HOMO and LUMO: 9.9 eV
- Net charge: 0
- 2S+1: 1
- HOMO energy: -0.37204 Eh
- Molecular weight: 1155.02 g/mol
- SMILES string: C[C@H]1COC(=O)O1.C[C@H]1COC(=O)O1.C[C@H]1COC(=O)O1.C[C@H]1COC(=O)O1.C[C@H]1COC(=O)O1.C[C@H]1COC(=O)O1.C[C@H]1COC(=O)O1.C[C@H]1COC(=O)O1.C[C@H]1COC(=O)O1.C[C@H]1COC(=O)O1.C[C@H]1COC(=O)O1.CO